{"formula": "C3HN3O2", "method": "ωB97M-V/def2-TZVPD", "symbols": ["N", "C", "N", "C", "O", "N", "C", "O", "H"], "coordinates": [[-0.2375, 1.7959, -0.1808], [-0.8069, 0.7906, -0.1564], [-1.5050, -0.2366, -0.2051], [-2.3759, -1.0582, -0.1103], [-3.2191, -1.8323, 0.1102], [2.4440, 0.4172, 0.7072], [2.0338, -0.1460, -0.2800], [1.6119, -0.7997, -1.1345], [2.0547, 1.0690, 1.2497]], "atomic_forces_ev_per_a": [[0.2, -0.2, 0.2], [1.7, 3.7, -0.2], [-2.6, -4.3, -0.4], [-0.2, 0.4, 1.1], [0.8, 0.4, -0.7], [2.2, -3.4, -3.1], [-0.3, 0.8, 2.0], [0.1, -0.5, -1.1], [-1.8, 3.0, 2.2]], "charge": 0, "max_force_ha_per_bohr": 0.0984, "homo_ha": -0.40647, "orbital_gap_ev": 11.23}